No. 1
C26H37N4OSSi2Sn | ωB97M-V/def2-TZVPD

Geometry (Å):
Sn: 0.7422 1.4720 0.1284
C: -2.7147 3.4653 0.4302
Si: -1.3550 2.4870 1.3841
C: -0.9519 3.7612 2.7762
C: -2.3254 1.1285 2.3472
C: -3.4699 1.4132 3.0822
C: -4.2016 0.4197 3.7085
C: -3.7904 -0.8969 3.5982
C: -2.6359 -1.1890 2.8952
C: -1.8888 -0.1965 2.2721
Si: -0.2935 -0.6551 1.2789
C: -1.0322 -1.9877 0.0958
C: 0.7237 -1.6714 2.5967
H: -3.4973 3.8455 1.0797
H: -3.1791 2.8507 -0.3329
H: -2.2527 4.3161 -0.0623
H: -1.8440 4.1175 3.2797
H: -0.4490 4.6198 2.3447
H: -0.2926 3.3419 3.5255
H: -3.8011 2.4394 3.1625
H: -5.0948 0.6646 4.2742
H: -4.3692 -1.6920 4.0554
H: -2.3097 -2.2172 2.8189
H: -1.5389 -2.7957 0.6170
H: -0.2705 -2.4237 -0.5381
H: -1.7525 -1.5069 -0.5578
H: 0.6615 -2.7440 2.4368
H: 0.3508 -1.4685 3.5956
H: 1.7727 -1.3921 2.5839
C: 2.7162 -3.4945 -0.0809
C: 3.1426 -2.5769 -1.2230
N: 2.0374 -2.1856 -2.0628
C: 1.2401 -3.2157 -2.6887
C: 2.0639 -4.0946 -3.6376
C: 1.7894 -0.8695 -2.3199
S: 2.9530 0.2804 -1.9536
N: 0.7123 -0.5994 -3.0416
C: -0.2163 0.2918 -2.8463
O: -0.4947 0.8918 -1.7799
C: -1.1104 0.5326 -4.0172
C: -0.9655 -0.1317 -5.2303
C: -1.7989 0.1668 -6.2927
C: -2.7886 1.1274 -6.1636
C: -2.9555 1.7713 -4.9497
C: -2.1262 1.4731 -3.8858
H: 3.5484 -3.6232 0.6102
H: 2.4168 -4.4755 -0.4473
H: 1.8800 -3.0483 0.4513
H: 3.9369 -3.0462 -1.8217
H: 3.5422 -1.6519 -0.7995
H: 0.4553 -2.7011 -3.2488
H: 0.7612 -3.8437 -1.9260
H: 2.6937 -3.4689 -4.2688
H: 1.3912 -4.6744 -4.2681
H: 2.6950 -4.7848 -3.0793
H: -0.1939 -0.8791 -5.3366
H: -1.6749 -0.3547 -7.2318
H: -3.4240 1.3664 -7.0070
H: -3.7356 2.5105 -4.8344
H: -2.2391 1.9611 -2.9305
C: 1.4765 1.3617 4.3511
C: 2.4855 1.8539 3.3899
N: 2.3026 2.0850 2.1206
C: 3.4857 2.5199 1.6185
C: 4.4158 2.5569 2.6056
N: 3.7684 2.1340 3.7384
H: 0.5413 1.2050 3.8242
H: 1.3294 2.0872 5.1526
H: 1.7998 0.4183 4.7896
H: 3.5764 2.7567 0.5809
H: 5.4506 2.8272 2.6120
H: 4.1758 2.0351 4.6521

Output
Kohn-Sham gap: 5.50 eV
charge: -1
HOMO level: -3.02 eV
spin multiplicity: 1
total energy: -67995.8433 eV
LUMO energy: 2.476 eV



No. 2
C26H38Cl12O19S | ωB97M-V/def2-TZVPD

Geometry (Å):
C: -2.3615 -2.9423 -2.9572
C: -1.8337 -2.7119 -4.3616
C: -0.5116 -3.4506 -4.6371
O: -0.8155 -4.2734 -5.7500
C: -2.0420 -4.0007 -6.2117
O: -2.4657 -4.4773 -7.2147
O: -2.7142 -3.1689 -5.3870
H: -2.5196 -4.0007 -2.7377
H: -3.2754 -2.4008 -2.7174
H: -1.5891 -2.6156 -2.2565
H: -1.5589 -1.6660 -4.5124
H: -0.2107 -4.0480 -3.7758
H: 0.2448 -2.7050 -4.8789
C: 2.5568 5.5990 0.6615
C: 2.1213 4.1476 0.5016
C: 2.6107 3.3784 -0.7018
O: 3.6507 2.4955 -0.2401
C: 3.6790 2.5467 1.1048
O: 4.4547 1.9474 1.7777
O: 2.8150 3.4594 1.5793
H: 2.4291 5.9833 1.6733
H: 1.9260 6.1981 0.0013
H: 3.6289 5.6761 0.4719
H: 1.0506 4.0670 0.6489
H: 2.9207 3.9391 -1.5788
H: 1.8005 2.7234 -1.0166
C: -3.4482 1.8458 -1.4799
C: -3.1159 3.3170 -1.7132
C: -2.8897 4.1014 -0.4278
O: -1.5707 4.5993 -0.5444
C: -0.9446 4.0674 -1.6135
O: 0.1839 4.2952 -1.9233
O: -1.7967 3.3081 -2.3012
H: -2.8350 1.3856 -0.7065
H: -3.3534 1.2859 -2.4122
H: -4.4859 1.6589 -1.1857
H: -3.7853 3.7772 -2.4364
H: -2.9545 3.4869 0.4705
H: -3.6125 4.9165 -0.3761
C: 0.6573 -1.5156 0.0252
C: -0.1082 -0.5697 -0.8708
C: 0.4611 0.8286 -0.9370
O: 0.5145 1.0946 -2.3417
C: 0.2893 -0.0328 -3.0458
O: 0.3066 -0.0867 -4.2390
O: 0.0339 -1.0536 -2.2203
H: 0.7026 -1.2021 1.0632
H: 1.6672 -1.6269 -0.3641
H: 0.0919 -2.4421 -0.0805
H: -1.1800 -0.5705 -0.6544
H: 1.4207 0.9010 -0.4214
H: -0.2190 1.5519 -0.4878
C: -3.3871 -0.8875 5.3745
C: -3.7761 -1.9375 4.3310
C: -4.2004 -1.4454 2.9363
O: -2.9915 -1.4932 2.1426
C: -2.1210 -2.3046 2.7678
O: -1.0479 -2.5982 2.3547
O: -2.5863 -2.6640 3.9624
H: -3.8185 0.0891 5.1500
H: -2.3051 -0.8310 5.4739
H: -3.7759 -1.1741 6.3517
H: -4.4724 -2.6430 4.7783
H: -4.5074 -0.4078 3.0471
H: -4.8247 -2.1569 2.4006
O: -0.3486 3.2484 2.0520
S: -0.5763 2.0417 2.7840
O: -1.3567 0.9581 2.2287
O: 0.8418 1.4896 3.3478
C: 1.0955 2.1044 4.6147
C: -0.2838 2.0767 5.2675
O: -1.1725 2.4801 4.2290
H: 1.7934 1.4974 5.1856
H: 1.4730 3.1178 4.4845
H: -0.2935 2.9123 5.9744
H: -0.5090 1.1864 5.8513
Cl: 4.2231 -0.8523 -5.1768
C: 3.1700 0.5513 -5.4133
Cl: 3.3181 1.2370 -7.0539
Cl: 3.5362 1.8000 -4.2591
H: 2.1394 0.2471 -5.2630
Cl: 1.0615 -6.4820 1.8225
C: 1.3616 -5.9915 0.1659
Cl: 2.3280 -4.5015 -0.0268
Cl: -0.1473 -5.7662 -0.7496
H: 1.9695 -6.7850 -0.2471
Cl: 1.1567 -2.9420 5.1474
C: 1.9776 -3.3320 3.5897
Cl: 3.3507 -4.3957 3.9661
Cl: 2.5091 -1.8144 2.8812
H: 1.3373 -3.8279 2.8709
Cl: 5.4009 -2.8080 -2.0422
C: 5.1493 -1.3678 -1.0156
Cl: 3.7091 -0.5226 -1.5513
Cl: 6.5912 -0.3387 -0.9654
H: 4.9891 -1.7873 -0.0307

Output
Kohn-Sham gap: 10.35 eV
charge: 0
HOMO level: -10.47 eV
SMILES: C[C@H]1COC(=O)O1.C[C@H]1COC(=O)O1.C[C@H]1COC(=O)O1.C[C@H]1COC(=O)O1.C[C@H]1COC(=O)O1.O=S1(=O)OCCO1.ClC(Cl)Cl.ClC(Cl)Cl.ClC(Cl)Cl.ClC(Cl)Cl
spin multiplicity: 1
total energy: -227585.3721 eV
LUMO energy: -0.113 eV



No. 3
C26H38Cl22F3NO4 | ωB97M-V/def2-TZVPD

Geometry (Å):
C: 5.1289 -3.6176 0.8160
C: 4.0906 -3.6821 1.6401
C: 2.9531 -2.7576 1.6186
C: 1.7426 -3.0321 2.1216
C: 1.3290 -4.3163 2.7718
C: 1.0358 -4.1491 4.2559
C: -0.2809 -4.5141 4.7798
O: 0.9855 -5.3086 5.0143
C: 0.7146 -1.9578 2.0273
O: -0.1519 -1.8191 2.8640
C: 0.7715 -1.0693 0.8189
C: -0.5609 -0.6091 0.3072
C: -1.3991 -1.8052 -0.1843
O: -2.5265 -2.0161 0.6353
C: -1.8573 -1.6732 -1.6329
F: -2.9973 -0.9612 -1.7478
F: -2.1001 -2.8973 -2.1641
F: -0.9193 -1.0966 -2.4138
C: 1.9643 -0.7950 0.2890
C: 2.1259 0.0859 -0.9268
N: 3.5020 0.4992 -1.2060
C: 3.1453 -1.3904 1.0028
O: 4.1846 -0.7890 1.1385
H: 5.9413 -4.3244 0.9271
H: 5.2025 -2.8848 0.0239
H: 4.0862 -4.4774 2.3752
H: 0.4156 -4.6886 2.3066
H: 2.1275 -5.0520 2.7063
H: 1.4919 -3.2894 4.7282
H: -0.5546 -4.0798 5.7313
H: -0.9139 -5.2660 4.3329
H: -0.4535 0.1536 -0.4595
H: -1.1186 -0.1887 1.1472
H: -0.7747 -2.7044 -0.1664
H: -2.5322 -2.9273 0.9300
H: 1.7318 -0.4423 -1.8004
H: 1.4742 0.9574 -0.7739
H: 3.9356 0.8259 -0.3494
H: 3.4561 1.3145 -1.8036
Cl: -2.7754 3.1568 -0.0958
C: -4.0604 1.9359 -0.1686
Cl: -4.4019 1.2088 1.3986
H: -4.9552 2.4294 -0.5285
H: -3.7517 1.1503 -0.8469
Cl: 4.8187 -6.5084 3.3111
C: 5.6752 -7.9613 2.7712
Cl: 7.0707 -7.5713 1.7622
H: 6.0201 -8.4960 3.6474
H: 4.9864 -8.5621 2.1905
Cl: 1.6889 3.9612 3.7032
C: 0.5221 2.7022 3.2877
Cl: 1.2542 1.4140 2.3241
H: 0.1420 2.2719 4.2063
H: -0.2801 3.1425 2.7063
Cl: -2.1248 6.3179 2.1724
C: -2.5413 6.8116 0.5293
Cl: -3.9024 7.9435 0.4978
H: -1.6819 7.3017 0.0885
H: -2.8221 5.9315 -0.0356
Cl: -2.1104 1.2363 -5.3803
C: -3.0205 -0.1933 -4.8973
Cl: -4.7672 0.0174 -5.1169
H: -2.6933 -1.0291 -5.5056
H: -2.8346 -0.3854 -3.8523
Cl: 6.1311 3.7137 6.2655
C: 5.6711 4.3140 4.6687
Cl: 4.4531 5.5928 4.7549
H: 6.5540 4.7175 4.1885
H: 5.2577 3.4912 4.0970
Cl: -3.6745 -1.7484 -9.9800
C: -3.2011 -0.8147 -8.5587
Cl: -1.5473 -1.1799 -8.0355
H: -3.2503 0.2394 -8.8032
H: -3.8821 -1.0542 -7.7505
Cl: -6.3561 4.5249 -3.7575
C: -6.5293 3.5486 -5.2230
Cl: -5.6435 4.2353 -6.5890
H: -6.1358 2.5600 -5.0221
H: -7.5799 3.5017 -5.4822
Cl: -7.7312 9.4805 2.7787
C: -6.0315 9.1469 3.1406
Cl: -5.8053 8.5003 4.7700
H: -5.6673 8.4151 2.4307
H: -5.4785 10.0749 3.0624
Cl: 5.4665 3.0868 -1.5117
C: 6.5764 3.0962 -0.1330
Cl: 6.0092 2.0665 1.1848
H: 7.5370 2.7278 -0.4710
H: 6.6521 4.1138 0.2298
Cl: -0.4132 -5.9080 -3.3563
C: -1.9518 -5.4365 -4.0901
Cl: -3.1912 -6.6837 -3.9075
H: -2.2973 -4.5376 -3.6019
H: -1.7917 -5.2653 -5.1479

Output
Kohn-Sham gap: 8.28 eV
charge: 0
HOMO level: -9.25 eV
SMILES: C=CC1=C(C[C@H]2CO2)C(=O)C(C[C@@H](O)C(F)(F)F)=C(CN)C1=O.ClCCl.ClCCl.ClCCl.ClCCl.ClCCl.ClCCl.ClCCl.ClCCl.ClCCl.ClCCl.ClCCl
spin multiplicity: 1
total energy: -320901.6834 eV
LUMO energy: -0.970 eV



No. 4
C26H38CuNOP3 | ωB97M-V/def2-TZVPD

Geometry (Å):
Cu: 0.0191 -0.5974 0.3502
C: -0.9791 2.5021 -2.8806
P: 0.0812 1.0227 -2.5561
C: 1.5346 1.4389 -3.6308
C: -0.8164 -0.1371 -3.6542
C: -0.8205 0.0006 -5.0360
C: -1.5851 -0.8400 -5.8205
C: -2.3850 -1.7997 -5.2220
C: -2.3791 -1.9533 -3.8488
C: -1.5721 -1.1456 -3.0540
P: -1.4675 -1.3709 -1.2390
C: -3.1753 -0.8818 -0.7666
C: -1.5906 -3.1935 -1.0616
H: -1.0861 2.7086 -3.9448
H: -0.5405 3.3654 -2.3796
H: -1.9681 2.3124 -2.4633
H: 1.2833 2.1350 -4.4295
H: 1.9368 0.5214 -4.0625
H: 2.3059 1.8912 -3.0074
H: -0.2228 0.7689 -5.5018
H: -1.5730 -0.7376 -6.8941
H: -3.0156 -2.4292 -5.8290
H: -3.0160 -2.7017 -3.4030
H: -3.9040 -1.5197 -1.2656
H: -3.3418 0.1535 -1.0570
H: -3.2763 -0.9730 0.3142
H: -2.4437 -3.6122 -1.5934
H: -1.6862 -3.4113 0.0014
H: -0.6692 -3.6477 -1.4251
O: -0.0756 -2.4303 1.7094
C: 1.1579 -3.0548 2.0220
C: 2.0098 -2.2743 3.0228
C: 2.2692 -0.8254 2.5762
C: 2.8822 -0.7439 1.2117
C: 4.2588 -0.6427 1.0316
C: 4.7747 -0.5654 -0.2508
C: 3.8974 -0.6081 -1.3250
C: 2.5462 -0.7313 -1.0624
N: 2.0510 -0.7846 0.1686
H: -0.5686 -2.2872 2.5270
H: 1.6817 -3.1334 1.0692
H: 0.9670 -4.0673 2.4008
H: 2.9559 -2.8049 3.1410
H: 1.5166 -2.2540 3.9983
H: 2.9234 -0.3432 3.3015
H: 1.3185 -0.2839 2.5497
H: 4.9204 -0.6150 1.8849
H: 5.8378 -0.4710 -0.4148
H: 4.2536 -0.5333 -2.3404
H: 1.8218 -0.7979 -1.8638
C: -2.1077 2.1970 0.8250
P: -0.5829 1.3531 1.4008
C: 0.6888 2.5625 0.8649
C: -0.7406 1.6791 3.1930
C: -0.7434 2.9607 3.7322
C: -0.9341 3.1365 5.0897
C: -1.1250 2.0423 5.9183
C: -1.1258 0.7635 5.3874
C: -0.9367 0.5872 4.0292
H: -2.1555 3.2121 1.2194
H: -2.9761 1.6371 1.1704
H: -2.1051 2.2248 -0.2625
H: 0.3835 3.5843 1.0865
H: 0.8195 2.4475 -0.2117
H: 1.6357 2.3390 1.3559
H: -0.6025 3.8267 3.1006
H: -0.9373 4.1330 5.5035
H: -1.2753 2.1897 6.9760
H: -1.2754 -0.0895 6.0303
H: -0.9509 -0.4036 3.5937

Output
Kohn-Sham gap: 8.57 eV
charge: +1
HOMO level: -10.56 eV
spin multiplicity: 1
total energy: -103619.3799 eV
LUMO energy: -1.985 eV



No. 5
C26H38F12N4O10P2S2 | ωB97M-V/def2-TZVPD

Geometry (Å):
O: 4.0759 -0.7953 -1.8843
C: 2.9435 -0.4647 -1.7030
O: 2.0915 -1.1143 -0.8665
C: 2.5441 -1.0953 0.4996
C: 1.3719 -1.4042 1.4270
C: 0.1262 -0.5701 1.1005
C: 0.4522 0.9276 0.8456
C: -0.7195 1.8998 1.1681
C: -1.5551 1.9381 -0.1377
C: -2.4850 0.7293 -0.4112
C: -2.5625 0.4796 -1.9169
F: -2.8512 1.6835 -2.4832
F: -1.3953 0.1020 -2.4502
C: -3.7292 -0.4350 -2.3718
F: -4.8477 -0.1826 -1.7250
F: -3.9735 -0.1486 -3.6543
S: -3.3750 -2.2948 -2.3239
F: -4.5765 -2.5507 -3.3467
F: -2.3596 -2.1707 -3.5251
F: -2.2221 -2.1137 -1.2436
F: -4.4192 -2.5151 -1.1262
F: -3.0909 -3.8521 -2.2989
C: -0.1046 3.3563 1.2712
C: 1.0412 3.5015 2.3281
P: 1.2444 5.1901 3.0310
O: 0.9414 6.2839 2.1059
O: 2.7781 5.2536 3.5806
O: 0.3325 5.2573 4.3843
C: 0.4019 3.9831 -0.0220
C: 1.6283 3.5711 -0.5788
C: 1.9792 4.1961 -1.7775
C: 1.1304 5.1489 -2.3221
N: -0.0541 5.5494 -1.8502
C: -0.3576 4.9275 -0.7035
C: -1.3021 4.0190 1.9862
O: -1.8807 5.0551 1.8941
N: -1.6035 3.0853 3.0155
C: -1.4464 1.7102 2.5298
C: -2.8913 1.1705 2.5600
F: -3.3881 1.1941 3.7973
F: -3.7109 1.9186 1.8283
F: -2.9889 -0.0980 2.1573
P: -0.5397 0.8333 3.9941
O: -1.1509 -0.6335 4.2855
O: 1.0349 0.6074 3.6713
S: -0.6581 1.8934 5.6300
H: 2.5841 0.4311 -2.2358
H: 2.9865 -0.1187 0.7286
H: 3.3413 -1.8273 0.6499
H: 1.7368 -1.2702 2.4458
H: 1.1534 -2.4647 1.3175
H: -0.6865 -0.7270 1.8157
H: -0.2357 -0.9745 0.1497
H: 0.7605 1.0175 -0.1921
H: 1.3397 1.1631 1.4400
H: -2.1786 2.8368 -0.1814
H: -0.9108 2.0046 -1.0104
H: -2.2059 -0.1869 0.1014
H: -3.5109 0.9537 -0.1191
H: 2.0324 3.2293 1.9638
H: 0.8757 2.8806 3.2139
H: 2.7281 5.6480 4.4599
H: 0.0984 4.3552 4.6629
H: 2.2374 2.8269 -0.0873
H: 2.9105 3.9554 -2.2712
H: 1.4562 5.6334 -3.2400
H: -1.3148 5.2006 -0.2700
H: -2.5148 3.3511 3.3746
H: -0.6296 -1.3301 3.8600
H: 1.4928 0.8860 4.4770
C: 2.5124 -3.1418 -6.4834
N: 2.7088 -1.7371 -6.1791
C: 1.8760 -0.8948 -5.5133
C: 0.5680 -1.4565 -5.0082
O: 2.1911 0.2718 -5.3375
H: 3.3153 -3.7287 -6.0337
H: 2.5377 -3.2892 -7.5645
H: 1.5613 -3.4971 -6.1024
H: 3.5616 -1.2965 -6.4852
H: 0.0209 -0.6659 -4.5029
H: -0.0373 -1.8240 -5.8378
H: 0.7468 -2.2663 -4.2987
C: 1.1500 -7.6010 1.4867
N: 1.3675 -6.2127 1.8517
C: 0.5102 -5.3609 2.4660
C: -0.8550 -5.8882 2.8328
O: 0.8483 -4.2087 2.7059
H: 1.8886 -8.2294 1.9865
H: 1.2672 -7.7171 0.4083
H: 0.1571 -7.9315 1.7703
H: 2.2598 -5.7970 1.6355
H: -1.4194 -5.0947 3.3126
H: -1.3934 -6.2094 1.9405
H: -0.7680 -6.7239 3.5278

Output
Kohn-Sham gap: 9.40 eV
charge: 0
HOMO level: -9.41 eV
SMILES: O=COCCCC[C@]1(CCC(F)(F)C(F)(F)S(F)(F)(F)(F)F)[C@@](CP(=O)(O)O)(c2cccnc2)C(=O)N[C@]1(C(F)(F)F)P(O)(O)=S.CNC(C)=O.CNC(C)=O
spin multiplicity: 1
total energy: -126875.5588 eV
LUMO energy: -0.012 eV



No. 6
C26H38N2O2P | ωB97M-V/def2-TZVPD

Geometry (Å):
C: 0.2015 -0.5352 0.6268
C: 0.8817 -1.2238 -0.6407
C: 0.2858 -0.9459 -2.0775
C: -0.9159 0.0835 -2.1326
C: -0.4660 1.6042 -2.3461
N: -0.7631 2.4918 -1.2102
O: 1.1137 -2.6511 -0.4144
P: 2.7125 -2.9217 0.2778
C: 2.1027 -3.3402 2.0432
C: 2.4566 -2.3102 3.1558
C: 1.3523 -1.8605 4.0336
C: 1.5194 -0.9158 5.1244
C: 2.8471 -0.3674 5.3518
C: 3.9866 -0.7922 4.5305
C: 3.7742 -1.7686 3.4482
O: 2.9760 -1.2329 0.4987
C: 2.3955 -0.6528 -0.6580
C: 2.6053 0.9088 -0.7971
N: 3.7293 1.3007 0.1113
H: 0.4881 0.5353 0.7798
H: -0.9263 -0.6072 0.6319
H: 0.5456 -1.1030 1.5241
H: 1.0800 -0.5454 -2.7695
H: -0.0779 -1.9014 -2.5382
H: -1.5089 -0.1797 -3.0612
H: -1.6354 0.0103 -1.2814
H: 0.6175 1.5947 -2.6310
H: -1.0399 2.0102 -3.2290
H: -1.7558 2.7008 -1.1223
H: -0.4288 2.1080 -0.3268
H: 4.0327 -3.2852 0.8097
H: 2.4714 -4.3397 -0.0072
H: 3.4030 -2.9701 -1.0120
H: 2.4841 -4.3389 2.3795
H: 0.9726 -3.4200 2.0106
H: 0.3308 -2.2885 3.8569
H: 0.6517 -0.6258 5.7584
H: 3.0533 0.3851 6.1447
H: 5.0141 -0.3848 4.6954
H: 4.6371 -2.0740 2.8159
H: 2.8090 -1.0391 -1.6387
H: 1.7067 1.5322 -0.5695
H: 2.9570 1.1294 -1.8451
H: 4.0017 2.2696 -0.0668
H: 4.5343 0.6907 -0.0634
C: -2.0909 -3.6886 0.6069
C: -2.7597 -4.1123 1.7495
C: -4.1493 -4.1522 1.7699
C: -4.8715 -3.7769 0.6434
C: -4.2034 -3.3572 -0.5008
C: -2.8142 -3.3098 -0.5179
H: -1.0060 -3.6523 0.5896
H: -2.1962 -4.4108 2.6263
H: -4.6698 -4.4764 2.6642
H: -5.9552 -3.8121 0.6574
H: -4.7666 -3.0665 -1.3809
H: -2.2931 -2.9787 -1.4090
C: -1.2217 6.0183 -3.5984
C: -2.1514 6.9196 -4.1040
C: -3.3845 7.0698 -3.4810
C: -3.6842 6.3254 -2.3464
C: -2.7528 5.4268 -1.8388
C: -1.5229 5.2689 -2.4663
H: -0.2613 5.8989 -4.0866
H: -1.9148 7.5054 -4.9855
H: -4.1120 7.7680 -3.8792
H: -4.6443 6.4460 -1.8574
H: -2.9867 4.8476 -0.9522
H: -0.8003 4.5645 -2.0730

Output
Kohn-Sham gap: 6.38 eV
charge: -1
HOMO level: -3.88 eV
spin multiplicity: 1
total energy: -43940.1689 eV
LUMO energy: 2.500 eV